Version A
DFT (wB97M-V/def2-TZVPD) results for 10 unconnected molecules or ions with the total composition H20O10.

Values from the calculation:
HOMO energy ... -11.1 eV
Spin multiplicity ... 1

Each line ends with the natural charge from an NBO analysis.
CARTESIAN COORDINATES (ANGSTROEM)
O  0.63  -3.51  0.92  -0.980
O  -1.24  2.09  3.64  -0.938
O  1.05  0.01  0.72  -0.926
O  -1.59  -2.01  2.23  -0.954
O  -3.53  1.00  -0.98  -0.961
O  -0.84  0.76  -1.95  -1.007
O  4.20  -0.46  -1.22  -0.949
O  0.42  -1.73  -1.60  -0.939
O  -0.20  2.92  -0.25  -0.968
O  1.69  1.13  -1.65  -0.985
H  1.57  -3.67  1.03  0.484
H  -0.06  0.75  -2.52  0.517
H  0.24  -3.31  1.79  0.497
H  -0.32  2.23  3.82  0.473
H  -1.32  1.53  2.88  0.466
H  -0.62  2.22  -0.83  0.492
H  -4.46  1.12  -0.92  0.477
H  -1.58  0.20  -2.23  0.505
H  1.71  0.24  -1.23  0.502
H  -1.79  -2.47  1.40  0.475
H  -0.17  -1.34  -0.97  0.451
H  0.42  0.61  1.17  0.475
H  -2.46  -1.75  2.57  0.481
H  0.41  -0.38  0.13  0.450
H  0.49  3.01  -0.91  0.456
H  0.64  -2.57  -1.19  0.494
H  2.06  1.77  -1.04  0.482
H  -3.07  1.74  -0.58  0.485
H  4.37  0.21  -0.57  0.471
H  3.34  -0.36  -1.64  0.477

Version B
DFT (wB97M-V/def2-TZVPD) results for 10 unconnected molecules or ions with the total composition H20O10.

Values from the calculation:
HOMO energy ... -10.9 eV
Spin multiplicity ... 1

Each line ends with the natural charge from an NBO analysis.
CARTESIAN COORDINATES (ANGSTROEM)
O  1.40  3.67  -0.58  -0.944
O  -0.24  0.32  0.37  -1.016
O  -2.66  0.19  2.12  -0.949
O  -4.11  -0.48  -0.48  -0.927
O  2.37  0.75  0.29  -0.963
O  0.03  1.54  3.69  -0.951
O  -1.36  -2.05  -0.18  -0.956
O  0.17  0.01  -3.32  -0.944
O  2.68  -2.11  0.60  -0.944
O  2.03  -1.18  -1.89  -0.952
H  0.72  3.07  -0.28  0.477
H  -1.21  -2.57  -0.98  0.482
H  -3.03  -0.70  2.14  0.461
H  0.08  0.64  -2.61  0.475
H  1.35  -1.48  -2.50  0.489
H  2.38  -1.62  -0.16  0.490
H  1.32  3.66  -1.54  0.470
H  2.53  1.68  0.43  0.504
H  -2.02  0.17  1.41  0.484
H  -3.28  -0.14  -0.82  0.467
H  -4.06  -1.42  -0.63  0.461
H  -0.53  -0.51  -0.02  0.482
H  3.24  -1.49  1.07  0.437
H  -0.69  -0.41  -3.39  0.473
H  -0.66  1.99  4.19  0.468
H  -1.62  -2.70  0.48  0.493
H  3.06  0.31  0.78  0.481
H  0.71  0.33  0.23  0.492
H  1.83  -0.25  -1.75  0.478
H  -0.41  0.77  3.33  0.483

What should be chosen as the least stable of them? Choose version A.

Version A
DFT (wB97M-V/def2-TZVPD) results for 10 unconnected molecules or ions with the total composition H20O10.

Values from the calculation:
HOMO energy ... -10.7 eV
Spin multiplicity ... 1

Each line ends with the natural charge from an NBO analysis.
CARTESIAN COORDINATES (ANGSTROEM)
O  -1.84  1.11  -3.33  -0.949
O  -0.60  3.51  0.03  -0.948
O  -0.93  -1.22  3.73  -0.943
O  -1.93  1.08  2.33  -0.942
O  3.04  -2.71  -0.58  -0.929
O  2.18  -0.69  0.69  -0.977
O  -2.89  -3.45  0.20  -0.942
O  -0.01  -1.27  -1.06  -0.969
O  1.41  2.49  1.93  -0.976
O  1.06  0.24  -3.26  -0.960
H  0.85  2.90  1.23  0.500
H  -1.04  4.20  0.55  0.473
H  -0.34  -1.00  -0.18  0.468
H  -0.98  -0.62  4.49  0.453
H  2.16  -3.13  -0.60  0.493
H  -2.37  0.39  -3.67  0.467
H  -2.84  -3.38  -0.77  0.469
H  2.77  -1.14  0.03  0.480
H  2.99  -0.27  1.18  0.466
H  -1.31  0.58  -2.72  0.482
H  0.74  -0.60  -1.13  0.499
H  3.15  -2.52  -1.52  0.468
H  -1.99  -3.44  0.52  0.473
H  1.81  -0.19  -3.82  0.473
H  1.60  3.10  2.64  0.467
H  0.68  0.88  -3.91  0.489
H  -1.12  -0.53  3.08  0.473
H  -1.50  0.86  1.50  0.476
H  -1.32  1.66  2.79  0.482
H  -1.42  3.15  -0.37  0.485

Version B
DFT (wB97M-V/def2-TZVPD) results for 9 unconnected molecules or ions with the total composition H20O10.

Values from the calculation:
HOMO energy ... -7.7 eV
Spin multiplicity ... 1

Each line ends with the natural charge from an NBO analysis.
CARTESIAN COORDINATES (ANGSTROEM)
O  -1.95  -2.27  -4.20  -0.931
O  1.81  3.33  1.94  -0.950
O  4.67  0.57  -2.01  -0.928
O  3.09  0.07  2.18  -0.924
O  -1.55  0.64  -2.34  -0.872
O  -1.11  -4.19  -0.05  -0.928
O  -0.40  -0.70  0.13  -0.925
O  -0.46  -0.39  2.20  -0.920
O  -2.48  1.48  -1.35  -0.906
O  -1.47  2.98  3.37  -0.949
H  -1.92  -4.74  0.24  0.472
H  -2.30  -1.38  -3.95  0.460
H  3.82  -0.42  2.26  0.458
H  -2.18  0.61  -0.86  0.478
H  5.48  0.35  -2.48  0.465
H  -0.39  -1.25  1.93  0.465
H  2.42  -0.50  2.60  0.466
H  -0.67  0.66  -1.88  0.468
H  -1.38  2.40  2.52  0.474
H  -2.68  -2.87  -4.02  0.469
H  -1.64  -0.29  -2.58  0.410
H  1.19  3.13  1.21  0.471
H  -0.60  -0.59  3.16  0.449
H  -2.42  2.23  -0.71  0.420
H  -1.43  -3.29  0.18  0.456
H  -1.12  -1.07  -0.39  0.457
H  1.93  2.56  2.47  0.480
H  0.36  -0.80  -0.35  0.477
H  -0.63  3.37  3.51  0.474
H  4.00  0.34  -2.71  0.464

What should be chosen as the least stable of them? Choose version B.

Version A
DFT (wB97M-V/def2-TZVPD) results for 10 unconnected molecules or ions with the total composition H20O10.

Values from the calculation:
HOMO energy ... -10.5 eV
Spin multiplicity ... 1

Each line ends with the natural charge from an NBO analysis.
CARTESIAN COORDINATES (ANGSTROEM)
O  -1.25  -0.87  -1.90  -0.939
O  -2.34  1.91  -1.00  -0.917
O  0.46  1.41  4.20  -0.931
O  1.93  -0.25  0.35  -0.928
O  -2.43  -0.18  -3.89  -0.944
O  3.75  3.08  1.95  -0.932
O  -0.84  -2.93  1.32  -0.938
O  -3.69  -0.97  0.96  -0.926
O  0.05  0.82  1.10  -0.969
O  2.61  -2.50  -3.25  -0.941
H  1.09  1.72  4.85  0.464
H  -0.62  -0.13  -1.87  0.461
H  -3.72  -1.58  1.71  0.466
H  -1.75  1.16  -1.11  0.453
H  -0.27  -3.58  0.91  0.469
H  0.09  2.22  3.83  0.468
H  3.73  3.77  2.63  0.467
H  2.73  -1.56  -3.42  0.469
H  0.62  1.59  1.18  0.465
H  -0.72  -1.61  -2.22  0.496
H  -2.18  0.07  -2.99  0.474
H  2.10  -1.02  0.91  0.475
H  -1.41  -2.63  0.60  0.469
H  1.14  -0.49  -0.15  0.475
H  -1.75  0.22  -4.44  0.450
H  -2.79  -1.05  0.63  0.461
H  -1.75  2.64  -0.76  0.464
H  0.61  0.08  1.36  0.480
H  3.19  3.42  1.25  0.465
H  3.39  -2.76  -2.76  0.472

Version B
DFT (wB97M-V/def2-TZVPD) results for 10 unconnected molecules or ions with the total composition H20O10.

Values from the calculation:
HOMO energy ... -10.5 eV
Spin multiplicity ... 1

Each line ends with the natural charge from an NBO analysis.
CARTESIAN COORDINATES (ANGSTROEM)
O  -1.35  -0.13  3.62  -0.935
O  3.07  -3.32  1.77  -0.935
O  0.72  3.10  2.09  -0.961
O  -2.52  -1.79  2.25  -0.929
O  3.69  2.55  -2.35  -0.933
O  -1.23  2.04  0.55  -0.973
O  0.81  -3.57  -2.81  -0.931
O  -2.67  -0.29  -2.46  -0.944
O  -0.84  0.92  -3.19  -0.934
O  0.81  0.01  -0.08  -0.943
H  0.27  -4.34  -2.57  0.462
H  -0.52  0.36  3.53  0.454
H  1.23  0.88  -0.15  0.464
H  -3.09  -1.13  -2.64  0.476
H  -0.13  0.22  -0.01  0.474
H  -3.35  -2.27  2.14  0.473
H  -1.71  0.89  -3.60  0.486
H  4.61  2.26  -2.32  0.469
H  -1.02  1.20  -2.28  0.446
H  0.47  -2.86  -2.26  0.469
H  1.40  2.91  2.75  0.486
H  0.44  4.00  2.30  0.487
H  2.12  -3.16  1.80  0.470
H  -1.79  -0.02  2.77  0.478
H  3.22  1.90  -1.82  0.465
H  -2.19  -1.70  1.35  0.460
H  -1.39  2.69  -0.15  0.473
H  -2.11  -0.47  -1.69  0.469
H  -0.32  2.21  0.82  0.493
H  3.38  -3.10  2.65  0.465

What should be chosen as the least stable of them? Choose version A.

Version A
DFT (wB97M-V/def2-TZVPD) results for 10 unconnected molecules or ions with the total composition H20O10.

Values from the calculation:
HOMO energy ... -11.4 eV
Spin multiplicity ... 1

Each line ends with the natural charge from an NBO analysis.
CARTESIAN COORDINATES (ANGSTROEM)
O  1.96  0.15  -4.77  -0.941
O  -3.96  -3.47  0.28  -0.937
O  3.66  2.38  1.83  -0.939
O  0.74  -4.45  -3.27  -0.939
O  -2.38  1.71  1.88  -0.945
O  0.60  -1.00  -0.51  -0.946
O  0.43  1.65  5.77  -0.936
O  -2.56  0.21  -4.79  -0.938
O  2.27  -2.53  3.21  -0.935
O  -0.47  5.31  -0.31  -0.935
H  -3.08  2.32  2.11  0.472
H  -2.18  0.04  -3.93  0.470
H  -2.84  0.94  1.54  0.474
H  1.38  -2.86  3.31  0.467
H  -3.38  -0.29  -4.79  0.469
H  0.37  -0.19  -0.05  0.471
H  1.38  1.75  5.81  0.467
H  4.55  2.29  2.17  0.471
H  1.25  -5.16  -2.89  0.468
H  3.41  3.28  2.05  0.469
H  0.62  -3.82  -2.55  0.472
H  1.42  0.89  -5.04  0.470
H  0.23  1.68  4.83  0.469
H  -3.38  -3.75  0.98  0.468
H  -0.83  5.76  0.45  0.466
H  -3.94  -4.19  -0.35  0.470
H  1.47  -0.62  -5.06  0.471
H  1.45  -0.82  -0.90  0.476
H  2.16  -1.60  3.01  0.468
H  -0.35  4.40  -0.02  0.469

Version B
DFT (wB97M-V/def2-TZVPD) results for 9 unconnected molecules or ions with the total composition H20O10.

Values from the calculation:
HOMO energy ... -8.6 eV
Spin multiplicity ... 1

Each line ends with the natural charge from an NBO analysis.
CARTESIAN COORDINATES (ANGSTROEM)
O  1.32  3.38  1.04  -0.939
O  0.98  2.01  -2.64  -0.923
O  -4.26  -2.82  -1.25  -0.951
O  0.65  -4.06  1.20  -0.939
O  -0.18  -0.08  1.02  -0.927
O  2.83  1.17  -1.53  -0.930
O  -3.34  -0.53  0.24  -0.950
O  -0.37  1.14  2.09  -0.921
O  2.56  -1.36  -3.77  -0.940
O  0.46  2.19  3.69  -0.960
H  0.64  -4.34  0.28  0.468
H  -0.16  -0.66  0.25  0.417
H  -3.18  0.22  0.83  0.476
H  -0.74  2.03  2.18  0.467
H  0.84  2.80  0.45  0.476
H  -3.79  -2.46  -0.49  0.478
H  0.85  3.32  1.88  0.463
H  1.24  1.92  -3.57  0.469
H  -0.01  1.36  3.78  0.484
H  -4.98  -2.21  -1.39  0.471
H  1.16  2.00  3.05  0.470
H  1.74  -1.83  -3.58  0.470
H  0.51  -0.43  1.59  0.483
H  -0.27  -4.18  1.49  0.471
H  0.02  2.12  -2.68  0.453
H  -2.54  -0.58  -0.29  0.476
H  3.26  -1.98  -3.53  0.472
H  -1.13  0.56  2.17  0.486
H  2.84  0.28  -1.91  0.470
H  3.05  1.02  -0.60  0.460

Version C
DFT (wB97M-V/def2-TZVPD) results for 10 unconnected molecules or ions with the total composition H20O10.

Values from the calculation:
HOMO energy ... -10.9 eV
Spin multiplicity ... 1

Each line ends with the natural charge from an NBO analysis.
CARTESIAN COORDINATES (ANGSTROEM)
O  -1.71  2.02  0.59  -1.019
O  -1.49  -0.17  2.02  -0.961
O  -2.23  0.12  -1.26  -1.004
O  1.04  -0.98  2.11  -0.990
O  0.07  0.76  -2.45  -1.010
O  2.01  -0.77  -1.52  -0.993
O  0.58  2.61  -0.57  -1.000
O  1.04  -2.74  0.15  -1.007
O  2.18  0.81  0.65  -1.011
O  -1.57  -1.99  0.25  -1.004
H  0.08  -1.04  2.18  0.498
H  0.81  0.14  -2.15  0.515
H  -1.53  0.49  1.45  0.498
H  -1.75  -1.56  1.10  0.489
H  -1.74  0.15  2.92  0.496
H  2.95  1.18  0.95  0.510
H  0.93  -3.73  0.18  0.501
H  1.51  0.30  1.07  0.528
H  1.31  -1.44  1.25  0.491
H  2.28  -0.17  -0.84  0.489
H  0.40  2.26  -1.42  0.494
H  0.10  -2.49  0.15  0.517
H  -1.51  0.14  -1.92  0.505
H  0.18  0.86  -3.37  0.478
H  -1.76  -1.20  -0.25  0.499
H  1.80  -1.59  -0.97  0.509
H  -0.77  2.17  0.32  0.506
H  1.23  1.93  -0.16  0.494
H  -2.04  2.91  0.52  0.484
H  -2.42  1.02  -0.97  0.499

What should be chosen as the least stable of them? Choose version B.

Version A
DFT (wB97M-V/def2-TZVPD) results for 2 unconnected molecules or ions with the total composition C3H4N2.

Values from the calculation:
HOMO energy (spin up / spin down) ... -8.1 / -8.9 eV
Spin multiplicity ... 1

Each line ends with the natural charge from an NBO analysis.
CARTESIAN COORDINATES (ANGSTROEM)
N  -1.82  0.80  0.26  -0.811
N  3.49  0.53  0.22  -0.612
C  1.24  -0.53  -0.07  -0.372
C  -0.04  -0.57  -0.02  0.074
C  2.36  0.10  0.05  0.469
H  -0.63  -1.44  -0.12  0.185
H  -2.28  0.33  -0.56  0.321
H  4.39  0.13  0.39  0.416
H  -1.50  1.74  -0.11  0.331

Version B
DFT (wB97M-V/def2-TZVPD) results for a single C3H4N2 molecule.

Values from the calculation:
HOMO energy ... -8.6 eV
Spin multiplicity ... 1

Each line ends with the natural charge from an NBO analysis.
CARTESIAN COORDINATES (ANGSTROEM)
N  -0.85  -0.39  0.09  -0.153
N  -1.15  -1.41  0.85  -0.622
C  1.15  1.85  -1.57  -0.228
C  0.83  1.04  -0.72  -0.037
C  0.31  0.03  0.18  -0.097
H  1.49  2.72  -2.05  0.231
H  1.04  -0.62  0.69  0.162
H  -2.22  -1.44  0.92  0.383
H  -0.60  -1.79  1.61  0.362

What should be chosen as the least stable of them? Choose version A.

Version A
DFT (wB97M-V/def2-TZVPD) results for a single C3H4N2 molecule.

Values from the calculation:
HOMO energy ... -9.4 eV
Spin multiplicity ... 1

Each line ends with the natural charge from an NBO analysis.
CARTESIAN COORDINATES (ANGSTROEM)
N  0.31  0.77  0.90  -0.336
N  -0.80  0.08  1.16  -0.250
C  -0.95  -0.73  0.12  -0.069
C  0.11  -0.61  -0.78  -0.325
C  0.88  0.41  -0.29  -0.090
H  -1.87  -1.28  -0.01  0.209
H  0.67  1.39  1.61  0.409
H  1.34  1.07  -0.99  0.224
H  0.32  -1.10  -1.72  0.228

Version B
DFT (wB97M-V/def2-TZVPD) results for a molecular structure, C3H4N2.

Values from the calculation:
HOMO energy ... -9.3 eV
Spin multiplicity ... 1

Each line ends with the natural charge from an NBO analysis.
CARTESIAN COORDINATES (ANGSTROEM)
N  -0.05  -1.76  -1.10  -0.398
N  -0.94  0.56  0.34  -0.563
C  0.52  0.64  0.65  -0.234
C  0.13  -0.67  -1.77  0.061
C  -0.03  -0.24  -0.38  0.000
H  -0.12  -1.51  0.08  0.339
H  0.78  0.24  1.63  0.212
H  -1.29  1.34  -0.22  0.370
H  1.08  1.51  0.33  0.212

What should be chosen as the least stable of them? Choose version B.